Entry from the Open Molecules 2025 dataset: the molecule C4H8N3O2PS at a distorted geometry (ωB97M-V/def2-TZVPD).

The geometry in XYZ format:
```
19
Properties=species:S:1:pos:R:3:forces:R:3
C 0.026 2.714 -1.327 2.3 1.8 1.5
C 0.645 1.831 0.451 2.7 1.9 4.3
C 0.113 -1.531 -1.973 -1.2 -3.5 0.0
C 0.299 -1.301 2.511 1.5 -0.9 -0.1
N 0.752 2.926 -0.228 0.6 2.8 -0.4
N -0.519 1.564 -1.372 -2.0 -3.1 -1.4
N -0.084 0.970 -0.208 -3.1 -4.8 -2.9
O -1.076 -1.252 -1.251 -1.2 1.5 1.5
O 0.370 -1.227 1.121 -3.6 1.1 -4.2
P -1.046 -0.409 0.077 7.3 -0.7 0.8
S -2.741 -0.284 0.893 -3.6 -0.4 1.7
H 0.171 3.333 -2.135 -0.5 1.4 -1.8
H 1.026 1.757 1.465 -0.1 -0.5 -0.4
H 0.752 -1.965 -1.207 0.6 -0.3 -0.7
H 0.545 -0.762 -2.510 0.6 2.2 -0.6
H -0.320 -2.246 -2.734 1.2 0.3 0.8
H 0.848 -2.237 2.787 -0.5 0.6 0.0
H -0.728 -1.404 2.853 0.0 0.6 0.6
H 0.967 -0.478 2.787 -0.9 0.1 1.3
```
Forces are in eV/Å.

Output
Max |F| = 0.1427 Eh/bohr
Electronic energy = -1211.27425 a.u.
E_LUMO (spin up / spin down) = 0.4193 / -4.7502 eV
2S+1 = 3
Kohn-Sham gap (spin up / spin down) = 4.612 / 4.708 eV
ΔE to the lowest compared entry with this formula, charge and spin = 244.2 kJ/mol


Entry from the Open Molecules 2025 dataset: a structure of composition C5H8F2O2 at a distorted geometry (ωB97M-V/def2-TZVPD).

The geometry in XYZ format:
```
17
Properties=species:S:1:pos:R:3:forces:R:3
C -0.068 0.362 1.220 -1.4 0.1 -0.3
C -0.935 0.428 0.196 -1.6 -2.0 0.5
C -0.252 1.287 2.367 4.1 1.7 0.7
C 0.562 -0.578 -1.908 -0.7 0.3 1.3
C -0.959 -0.764 -0.701 3.8 1.6 -4.6
O 1.353 -1.707 -1.860 -0.9 -1.0 1.6
O 1.302 0.537 -1.503 2.7 0.3 0.1
F -1.984 -0.850 -1.588 -0.3 0.2 0.8
F -0.735 -2.001 -0.232 -0.3 -0.2 1.1
H 0.643 -0.495 1.239 -0.5 1.0 0.2
H -1.852 1.083 0.072 1.6 -0.5 0.4
H -1.120 1.841 2.434 -2.3 0.6 -0.5
H -0.097 0.872 3.355 0.1 -0.6 0.1
H 0.521 2.173 2.375 -0.9 -1.7 -0.3
H 0.177 -0.455 -2.933 -0.2 0.1 0.4
H 1.089 -2.149 -1.003 0.7 0.3 -1.3
H 2.356 0.415 -1.528 -3.8 -0.2 -0.2
```
Forces are in eV/Å.

Output
Max |F| = 0.1206 Eh/bohr
Electronic energy = -545.43259 a.u.
E_LUMO = 0.7805 eV
Kohn-Sham gap = 9.777 eV
ΔE to the lowest compared entry with this formula, charge and spin = 143.7 kJ/mol


Entry from the Open Molecules 2025 dataset: a cluster of 2 separate species, C3H12N2 in total at a distorted geometry (ωB97M-V/def2-TZVPD).

The geometry in XYZ format:
```
17
Properties=species:S:1:pos:R:3:forces:R:3
C -3.264 -3.185 -0.610 -1.5 0.6 -0.4
C -3.992 -3.037 0.731 0.3 -0.8 0.9
N -3.819 -1.681 1.253 -0.1 1.5 -1.2
H -3.946 -2.693 -1.309 0.3 0.3 -0.4
H -3.173 -4.183 -1.037 0.2 -0.2 0.6
H -2.320 -2.655 -0.629 0.3 -0.1 0.2
H -3.551 -3.736 1.454 -0.2 0.1 0.0
H -5.059 -3.263 0.659 0.1 -0.4 -0.3
H -4.632 -1.250 1.702 0.1 -1.0 0.4
H -3.830 -1.100 0.405 0.6 0.0 0.3
C 5.114 3.848 0.018 -1.8 0.3 1.5
N 5.766 3.720 -1.250 -0.1 0.4 -0.7
H 5.697 4.188 0.877 0.7 0.1 -0.4
H 4.309 4.589 -0.058 0.3 0.2 -0.2
H 4.527 3.024 0.467 0.4 -0.5 -0.7
H 5.132 3.990 -1.995 0.2 0.1 0.2
H 6.059 2.801 -1.505 0.3 -0.6 0.3
```
Forces are in eV/Å.

Output
Max |F| = 0.0469 Eh/bohr
SMILES string = CCN.CN
Electronic energy = -230.96464 a.u.
E_LUMO = 1.2131 eV
Kohn-Sham gap = 10.510 eV
ΔE to the lowest compared entry with this formula, charge and spin = 70.1 kJ/mol


Entry from the Open Molecules 2025 dataset: a cluster of 7 separate species, ClH12O6 in total (ωB97M-V/def2-TZVPD).

The geometry in XYZ format:
```
19
Properties=species:S:1:pos:R:3:forces:R:3
Cl -0.346 0.164 0.621 -0.1 0.1 -0.1
O -2.697 -1.296 -0.922 0.0 -0.2 -0.1
H -3.054 -0.498 -1.313 -0.2 0.2 -0.2
H -1.996 -0.988 -0.348 0.0 -0.2 0.4
O -0.636 1.283 -2.566 -0.2 -0.1 -0.1
H 0.278 1.190 -2.836 0.3 0.0 -0.2
H -0.614 1.199 -1.612 0.0 0.2 0.2
O 0.844 -2.747 -1.481 -0.2 0.0 -0.1
H 0.928 -1.860 -1.133 0.0 0.2 0.1
H 1.744 -3.069 -1.538 0.2 -0.2 0.0
O -2.148 2.510 2.264 -0.2 0.0 0.0
H -1.714 1.784 1.816 0.0 -0.1 -0.1
H -1.454 2.926 2.776 0.1 0.2 0.2
O 1.179 -2.204 2.094 0.0 -0.2 0.2
H 2.100 -1.952 2.027 0.3 0.0 0.1
H 0.702 -1.481 1.686 -0.1 -0.1 -0.1
O 2.371 2.042 0.280 0.1 0.2 0.1
H 1.577 1.527 0.423 -0.1 0.0 0.0
H 2.938 1.470 -0.237 0.2 -0.1 -0.1
```
Forces are in eV/Å.

Output
Max |F| = 0.0079 Eh/bohr
Electronic energy = -918.71512 a.u.
E_LUMO (spin up / spin down) = -0.2770 / -6.4825 eV
2S+1 = 2
Kohn-Sham gap (spin up / spin down) = 11.532 / 5.305 eV
ΔE to the lowest compared entry with this formula, charge and spin = 24.4 kJ/mol


Entry from the Open Molecules 2025 dataset: a cluster of 2 separate species, C5H11N2 in total at a distorted geometry (ωB97M-V/def2-TZVPD).

The geometry in XYZ format:
```
18
Properties=species:S:1:pos:R:3:forces:R:3
C 1.443 1.452 1.357 -0.7 -0.6 0.3
C 2.841 0.076 0.125 -0.6 -0.9 0.4
N 2.203 0.220 1.209 0.6 1.0 -0.2
H 0.540 1.227 1.936 -0.1 0.1 -0.1
H 1.171 1.951 0.416 0.2 0.1 0.0
H 2.003 2.124 2.003 0.2 0.1 -0.2
H 3.543 -0.757 0.124 -0.1 0.1 -0.5
H 2.630 0.650 -0.794 0.5 0.2 0.3
C -0.913 -0.300 -0.784 0.2 0.1 -1.1
C -0.268 -0.961 -1.741 0.1 0.0 1.0
C -3.031 -0.154 0.361 -0.1 -0.3 -0.5
N -2.293 -0.583 -0.595 0.3 -0.2 1.0
H -0.448 0.423 -0.129 -0.3 0.1 0.0
H -0.713 -1.808 -2.246 -0.1 0.2 -0.4
H 0.790 -0.770 -1.865 -0.1 -0.1 -0.2
H -3.940 -0.707 0.551 -0.3 0.4 -0.1
H -2.751 0.718 0.940 0.3 -0.2 0.2
H -2.643 -1.331 -1.188 -0.1 -0.1 0.1
```
Forces are in eV/Å.

Output
Max |F| = 0.0233 Eh/bohr
Electronic energy = -306.27224 a.u.
E_LUMO = -5.7101 eV
Total charge = +1
Kohn-Sham gap = 7.067 eV
ΔE to the lowest compared entry with this formula, charge and spin = 292.0 kJ/mol


Entry from the Open Molecules 2025 dataset: a cluster of 2 separate species, C6H6O in total at a distorted geometry (ωB97M-V/def2-TZVPD).

The geometry in XYZ format:
```
13
Properties=species:S:1:pos:R:3:forces:R:3
C 0.753 2.497 -0.284 -1.7 -0.4 -0.8
C -0.397 2.239 -0.574 2.5 0.6 0.9
C -1.550 1.466 -0.831 -1.2 -0.9 -0.6
O -2.373 1.118 -0.030 -0.3 0.2 0.9
H 1.793 2.659 -0.212 0.4 0.3 0.3
H -1.668 1.066 -1.834 0.3 0.2 -0.7
C 2.021 -1.188 -0.122 -1.4 -0.4 0.9
C 0.965 -1.441 0.392 -0.8 0.7 -0.4
C -0.391 -1.776 0.885 0.1 -1.3 -1.3
H 2.986 -1.008 -0.431 1.4 0.3 -0.6
H -0.151 -2.433 1.753 -0.9 -0.4 -0.9
H -1.015 -2.214 -0.058 1.4 0.6 2.7
H -0.973 -0.985 1.347 0.2 0.6 -0.4
```
Forces are in eV/Å.

Output
Max |F| = 0.0606 Eh/bohr
SMILES string = C#CC=O.C#CC
Electronic energy = -307.27852 a.u.
E_LUMO = -0.0048 eV
Kohn-Sham gap = 9.994 eV
ΔE to the lowest compared entry with this formula, charge and spin = 485.5 kJ/mol


Entry from the Open Molecules 2025 dataset: the molecule C6H7N3S at a distorted geometry (ωB97M-V/def2-TZVPD).

The geometry in XYZ format:
```
17
Properties=species:S:1:pos:R:3:forces:R:3
C 2.002 0.434 -0.109 0.2 0.6 2.1
C 0.857 -0.490 -0.370 -2.0 -1.0 1.1
N 0.485 -0.963 -1.713 2.4 0.8 -2.7
C 1.031 -1.673 0.503 -0.1 -0.1 -0.4
N 1.072 -2.586 1.194 0.2 -0.3 0.2
C -0.524 0.129 0.188 2.2 -2.1 -0.8
N -0.742 1.339 0.469 0.1 1.6 -0.7
C -2.063 1.541 0.738 -1.0 -1.1 1.9
C -2.840 0.408 0.868 5.2 0.0 -2.1
S -1.804 -0.969 0.394 -1.6 1.0 0.4
H 1.847 1.288 -0.703 0.0 1.4 -0.7
H 3.031 0.075 -0.271 -0.6 -0.3 0.0
H 1.857 0.765 0.990 0.6 -0.4 -1.7
H 0.794 -0.209 -2.426 -1.0 -1.1 1.6
H 1.088 -1.746 -2.081 -0.7 0.7 1.2
H -2.327 2.483 1.165 -0.4 0.6 -0.3
H -3.765 0.176 1.165 -3.4 -0.2 1.0
```
Forces are in eV/Å.

Output
Max |F| = 0.1095 Eh/bohr
SMILES string = C[C@@](N)(C#N)c1nccs1
Electronic energy = -795.23733 a.u.
E_LUMO = 0.6953 eV
Kohn-Sham gap = 10.105 eV
ΔE to the lowest compared entry with this formula, charge and spin = 37.2 kJ/mol


Entry from the Open Molecules 2025 dataset: a cluster of 10 separate species, C35H60O30 in total at a distorted geometry (ωB97M-V/def2-TZVPD).

The geometry in XYZ format:
```
125
Properties=species:S:1:pos:R:3:forces:R:3
C 1.651 4.421 0.194 1.9 -3.4 0.7
C 2.269 3.868 1.501 2.3 0.2 -2.0
C 3.848 4.033 1.442 -1.3 -0.9 -0.9
O 4.119 5.052 2.369 1.5 0.2 -0.4
C 3.066 5.300 3.081 -1.6 3.8 4.5
O 3.028 6.101 4.067 0.1 -3.4 -4.0
O 1.991 4.635 2.609 -1.0 1.2 2.1
H 1.866 5.413 0.044 -0.3 2.7 0.3
H 0.670 4.065 0.060 -1.4 0.2 -0.3
H 2.273 3.993 -0.603 -0.4 -0.5 0.1
H 2.071 2.824 1.746 -0.5 0.1 -0.5
H 4.226 4.265 0.449 0.0 0.2 0.1
H 4.273 3.107 1.759 0.7 -0.5 0.3
C 2.139 -6.511 -1.774 -1.5 -0.8 0.8
C 1.190 -5.262 -2.035 2.5 -0.6 -0.8
C 1.707 -3.989 -1.337 0.6 -1.2 -1.4
O 1.890 -3.101 -2.421 -0.9 2.2 0.6
C 1.587 -3.592 -3.627 0.1 2.3 -0.8
O 1.563 -2.823 -4.583 -0.1 -2.7 1.5
O 1.367 -4.898 -3.504 -0.9 -0.8 0.6
H 3.015 -6.510 -2.452 -0.3 0.5 0.8
H 1.584 -7.443 -2.072 0.4 0.8 0.2
H 2.377 -6.679 -0.634 -0.2 0.7 -2.3
H 0.143 -5.477 -1.862 0.0 0.0 -0.1
H 2.721 -4.065 -1.063 1.2 -1.0 1.2
H 1.151 -3.687 -0.462 -0.6 0.8 -0.3
C -0.640 3.386 4.366 1.5 -0.9 -0.9
C -1.287 2.272 3.507 -0.6 3.0 1.2
C -1.132 2.557 2.030 -0.6 -0.6 -0.5
O -0.257 1.482 1.662 1.2 0.0 -2.5
C -0.184 0.557 2.606 1.3 -2.1 -1.2
O 0.263 -0.565 2.605 0.2 0.5 -1.4
O -0.671 1.015 3.671 -2.6 1.6 4.8
H -0.960 3.344 5.386 -0.3 0.1 0.6
H -0.826 4.390 3.920 0.2 -0.8 0.4
H 0.461 3.151 4.375 -0.8 0.7 -0.1
H -2.365 2.314 3.774 0.6 -0.9 -0.1
H -0.677 3.581 1.766 -0.9 -1.8 0.2
H -2.117 2.249 1.587 0.9 1.3 -0.4
C -4.081 0.049 2.662 -0.3 -2.5 0.2
C -3.613 -0.163 1.242 0.9 0.2 1.3
C -4.086 -1.375 0.467 0.0 2.9 -1.1
O -4.249 -0.849 -0.868 -0.3 1.7 -0.4
C -4.105 0.525 -0.866 0.7 1.6 -2.0
O -4.155 1.276 -1.862 -0.1 -2.9 3.3
O -3.806 0.979 0.389 -1.1 -0.8 -1.1
H -3.746 0.977 2.897 0.6 3.1 0.8
H -3.437 -0.576 3.321 -0.8 -0.1 -0.4
H -5.132 -0.053 2.961 0.2 -0.1 -0.5
H -2.524 -0.216 1.387 -0.1 -0.2 -0.6
H -5.005 -1.788 0.769 -0.9 -0.7 0.6
H -3.248 -1.970 0.433 1.3 -2.2 0.0
C -0.766 -3.634 1.858 2.0 1.1 -1.4
C -2.094 -4.079 2.303 2.4 -2.2 0.8
C -1.961 -5.219 3.368 -1.0 -1.0 -1.8
O -3.010 -4.877 4.281 3.5 -5.8 0.3
C -3.428 -3.766 3.991 -3.6 7.0 1.6
O -4.303 -3.271 4.672 0.4 0.7 -1.5
O -2.727 -3.116 2.983 -2.5 2.0 3.1
H -0.774 -2.830 1.055 -0.2 -0.5 1.3
H -0.268 -4.449 1.336 0.1 -0.4 0.1
H -0.092 -3.333 2.714 -0.9 -0.1 -1.0
H -2.788 -4.312 1.572 -0.8 -1.4 -2.3
H -0.985 -5.290 3.790 0.6 0.4 0.9
H -2.211 -6.215 2.990 0.0 0.2 -0.2
C -0.909 -7.927 0.294 1.7 -0.8 2.7
O -1.211 -6.781 -0.433 -1.0 1.9 -1.9
C -2.467 -6.386 -0.453 -6.0 -2.6 7.0
O -3.387 -6.882 0.494 5.2 2.6 -5.5
O -2.800 -5.400 -1.237 2.3 -1.3 -0.4
C -4.080 -4.828 -1.157 -1.4 1.2 -1.9
H 0.144 -8.190 -0.036 -1.2 0.4 0.8
H -1.542 -8.754 -0.018 -0.3 0.1 0.5
H -0.967 -7.673 1.486 0.1 -1.0 -3.0
H -4.052 -4.134 -2.068 -0.3 -0.6 1.6
H -4.198 -4.310 -0.215 0.0 0.2 0.1
H -4.944 -5.509 -1.298 0.9 -0.1 0.2
C -1.458 -2.286 -2.640 -3.0 -2.3 -1.0
O -1.266 -1.023 -3.205 1.4 2.6 0.2
C -1.235 0.001 -2.383 1.0 0.9 7.8
O -1.286 -0.171 -0.968 0.0 1.0 -8.1
O -0.990 1.252 -2.917 -0.4 -4.8 -0.5
C -0.908 2.287 -2.015 -2.9 2.2 3.5
H -0.817 -3.132 -2.935 0.3 1.2 -0.5
H -2.467 -2.481 -3.064 0.5 -0.8 0.2
H -1.646 -2.383 -1.598 0.5 0.9 1.0
H -0.351 2.138 -1.062 -0.4 -0.9 -0.7
H -2.033 2.586 -1.705 2.6 -0.5 -0.6
H -0.430 3.152 -2.417 0.1 0.4 -1.2
C 4.522 5.070 -2.466 -1.0 0.0 -3.8
O 4.090 3.763 -2.102 -1.6 -1.1 -1.4
C 3.481 3.040 -3.096 0.6 0.3 -6.9
O 3.644 3.342 -4.462 -1.2 -1.8 8.5
O 2.769 1.978 -2.615 1.8 1.7 0.1
C 2.033 1.031 -3.417 -0.2 -0.5 -2.0
H 3.930 5.614 -3.237 -0.7 -1.2 0.3
H 5.416 5.126 -3.036 1.5 -0.6 0.4
H 4.437 5.739 -1.708 0.4 1.2 3.0
H 1.182 1.575 -3.836 -0.1 -0.3 0.4
H 1.744 0.106 -2.848 0.3 1.5 0.1
H 2.514 0.603 -4.341 0.5 0.8 1.1
C 1.689 -0.577 -0.123 0.6 1.9 -3.2
O 2.631 -0.724 0.847 4.0 0.9 2.8
C 3.787 0.059 0.867 -4.3 6.0 -6.4
O 3.939 1.180 0.098 -0.9 -6.2 4.0
O 4.627 -0.329 1.713 -0.5 -1.7 1.5
C 5.872 0.211 1.605 4.9 -0.8 0.3
H 1.687 0.396 -0.603 0.1 0.8 0.6
H 0.687 -0.747 0.097 -1.3 -0.8 1.3
H 2.016 -1.133 -0.963 0.0 -1.3 -0.9
H 6.380 0.105 2.586 -0.4 -0.5 -0.5
H 5.978 1.257 1.436 -0.8 0.8 -0.7
H 6.525 -0.365 0.830 -1.3 1.0 1.2
C 1.226 6.471 -2.669 1.0 -0.4 -0.3
O 0.091 5.656 -2.378 -3.0 1.2 1.4
C -0.925 6.205 -1.562 4.9 4.2 4.3
O -0.616 7.255 -0.585 -2.5 -6.5 -6.5
O -2.012 5.491 -1.685 5.5 -0.6 -1.7
C -3.160 5.959 -1.224 -3.1 2.9 2.1
H 1.912 6.476 -1.799 -0.3 0.0 -0.7
H 0.964 7.483 -2.922 -0.4 0.4 0.2
H 1.691 6.040 -3.601 -0.4 0.1 1.2
H -3.062 6.420 -0.212 0.1 -0.4 -0.6
H -3.729 5.052 -1.133 -1.3 0.3 -0.3
H -3.462 6.812 -1.902 -0.6 -1.3 0.7
```
Forces are in eV/Å.

Output
Max |F| = 0.1893 Eh/bohr
SMILES string = C[C@H]1COC(=O)O1.C[C@H]1COC(=O)O1.C[C@H]1COC(=O)O1.C[C@H]1COC(=O)O1.C[C@H]1COC(=O)O1.COC(=O)OC.COC(=O)OC.COC(=O)OC.COC(=O)OC.COC(=O)OC
Electronic energy = -3626.46502 a.u.
E_LUMO = 0.0131 eV
Kohn-Sham gap = 10.256 eV
ΔE to the lowest compared entry with this formula, charge and spin = 1286.0 kJ/mol